No. 1
The following is a DFT calculation (wB97M-V/def2-TZVPD) of C22H24AlF20NO8P2 as an isolated structure.

Summary:
Energy, eV: -120607.498
Charge: 0
HOMO, Ha: -0.344
Gap between HOMO and LUMO, Ha: 0.239
E_LUMO, eV: -2.87

Each line ends with the Löwdin charge.
Atoms and positions in Å:
C: 0.129 1.553 -5.146  -0.085
C: 0.342 0.172 -4.508  -0.232
C: 0.901 0.289 -3.089  -0.140
C: -0.257 0.496 -2.031  -0.263
C: -0.239 1.912 -1.388  -0.026
C: -0.296 -0.612 -1.001  -0.036
C: 0.796 -0.753 -0.141  0.020
C: 2.005 0.163 -0.276  -0.446
O: 2.907 -0.229 -0.999  0.159
O: 1.952 1.346 0.354  0.012
C: 3.224 1.933 0.696  -0.097
C: 2.980 3.429 0.907  -0.018
C: 2.775 3.810 2.351  -0.456
F: 3.586 3.109 3.168  0.137
F: 1.515 3.573 2.767  0.145
C: 3.089 5.308 2.624  -0.360
F: 4.302 5.653 2.179  0.162
F: 3.129 5.439 3.962  0.159
C: 1.992 6.304 2.116  -0.350
F: 1.249 6.693 3.152  0.178
F: 1.164 5.759 1.206  0.156
C: 2.568 7.602 1.493  -0.564
F: 3.327 8.247 2.363  0.205
F: 3.233 7.348 0.370  0.186
F: 1.539 8.398 1.184  0.181
C: 0.794 -1.787 0.782  -0.115
P: 2.247 -2.054 1.924  0.429
O: 2.923 -3.279 1.560  -0.232
O: 1.783 -1.979 3.450  -0.104
O: 3.265 -0.836 1.788  -0.095
C: -0.264 -2.628 0.843  -0.186
P: -0.079 -4.037 2.138  0.922
O: -1.191 -3.729 3.292  -0.222
O: -0.443 -5.366 1.338  -0.215
N: -1.325 -2.463 0.031  0.136
C: -2.471 -3.375 0.110  -0.420
F: -3.624 -2.697 0.096  0.160
F: -2.523 -4.045 1.246  0.145
C: -2.443 -4.438 -1.070  -0.289
F: -2.732 -5.627 -0.560  0.148
F: -1.203 -4.494 -1.580  0.123
C: -1.337 -1.480 -0.899  -0.057
C: -2.477 -1.331 -1.878  -0.012
C: -3.565 -0.334 -1.397  -0.236
O: -3.205 1.015 -1.533  0.033
C: -4.859 -0.614 -2.153  -0.607
F: -5.807 0.222 -1.718  0.171
F: -5.310 -1.845 -1.930  0.172
F: -4.708 -0.417 -3.466  0.172
H: -0.631 1.459 -5.919  0.071
H: 1.066 1.881 -5.582  0.077
H: -0.260 2.278 -4.435  0.068
H: 1.012 -0.460 -5.086  0.111
H: -0.627 -0.330 -4.476  0.092
H: 1.575 1.131 -2.974  0.112
H: 1.430 -0.614 -2.800  0.107
H: -1.139 0.526 -2.643  0.087
H: 0.743 2.363 -1.474  0.069
H: -0.985 2.557 -1.836  0.080
H: -0.444 1.849 -0.323  0.088
H: 3.967 1.838 -0.089  0.142
H: 3.634 1.470 1.579  0.111
H: 3.853 3.950 0.521  0.141
H: 2.155 3.748 0.280  0.132
H: 0.857 -1.709 3.509  0.076
H: 3.087 -0.178 2.474  0.090
H: -1.882 -3.108 3.035  0.064
H: 0.111 -6.090 1.664  0.087
H: -3.209 -4.236 -1.819  0.168
H: -3.018 -2.260 -2.002  0.097
H: -2.122 -1.090 -2.869  0.129
H: -3.791 -0.485 -0.347  0.162
H: -3.503 1.335 -2.392  0.118
F: -3.282 -5.683 4.391  -0.201
Al: -2.257 -7.042 4.267  -0.147
F: -2.170 -7.852 5.750  -0.190
F: -0.697 -6.492 3.819  -0.193
F: -2.832 -8.082 3.054  -0.197


No. 2
The following is a DFT calculation (wB97M-V/def2-TZVPD) of C22H24AsBrInN4O12S as an isolated structure.

Summary:
Energy, eV: -200633.418
Charge: -1
HOMO, Ha: -0.215
Gap between HOMO and LUMO, Ha: 0.297
E_LUMO, eV: 2.23

Each line ends with the Löwdin charge.
Atoms and positions in Å:
In: -0.668 0.110 0.306  0.768
O: -2.879 0.825 3.192  -0.365
As: -1.500 -0.194 3.613  1.161
O: -2.361 -1.851 3.248  -0.306
O: -0.441 -0.032 2.312  -0.577
C: -3.616 -1.984 2.796  -0.366
C: -4.654 -2.172 3.718  -0.018
C: -5.951 -2.401 3.306  -0.092
C: -6.256 -2.472 1.951  -0.100
C: -5.247 -2.283 1.025  -0.068
C: -3.944 -2.034 1.433  -0.184
S: -2.796 -1.585 0.150  0.543
O: -3.328 -2.116 -1.078  -0.294
O: -2.808 -0.087 0.206  -0.313
O: -1.430 -2.027 0.473  -0.304
H: -2.609 1.421 2.463  -0.010
H: -4.397 -2.125 4.769  0.114
H: -6.737 -2.530 4.041  0.097
H: -7.269 -2.661 1.621  0.093
H: -5.444 -2.334 -0.038  0.107
C: 2.603 -3.083 1.629  -0.059
C: 3.218 -3.245 0.239  -0.162
C: 3.282 -1.928 -0.569  -0.308
C: 3.880 -2.199 -1.960  -0.174
C: 3.926 -0.945 -2.834  -0.069
C: 4.200 -0.981 0.171  -0.437
O: 5.388 -1.195 0.310  0.084
N: 3.610 0.132 0.692  0.220
C: 2.249 0.475 0.636  -0.516
O: 1.897 1.477 1.232  0.071
N: 1.413 -0.326 -0.076  0.127
C: 1.837 -1.446 -0.743  -0.447
O: 1.094 -2.100 -1.447  0.091
H: 2.567 -4.049 2.133  0.075
H: 1.584 -2.696 1.571  0.080
H: 3.193 -2.404 2.248  0.081
H: 2.621 -3.949 -0.343  0.121
H: 4.236 -3.633 0.322  0.119
H: 3.262 -2.955 -2.442  0.117
H: 4.889 -2.590 -1.824  0.117
H: 2.926 -0.526 -2.960  0.067
H: 4.320 -1.186 -3.823  0.072
H: 4.571 -0.183 -2.390  0.079
H: 4.186 0.768 1.223  0.162
Br: 3.242 6.119 -1.043  0.708
C: 1.480 5.804 -0.412  -0.663
C: 0.655 6.883 -0.135  -0.206
N: -0.573 6.727 0.341  0.063
C: -1.017 5.489 0.547  -0.075
C: -0.272 4.354 0.260  -0.089
C: 1.019 4.516 -0.227  -0.043
C: -0.825 2.961 0.454  -0.571
O: -1.584 2.736 1.394  0.043
O: -0.452 2.114 -0.438  -0.059
H: 0.995 7.900 -0.302  0.096
H: -2.015 5.401 0.961  0.122
H: 1.626 3.643 -0.414  0.111
C: 0.066 1.217 -3.353  0.017
C: -0.758 -0.003 -3.041  -0.518
N: -1.189 -0.741 -4.083  0.196
O: -1.063 -0.340 -1.908  -0.005
H: 0.535 1.166 -4.334  0.079
H: 0.808 1.341 -2.568  0.075
H: -0.587 2.089 -3.301  0.096
H: -0.966 -0.523 -5.034  0.100
H: -1.741 -1.556 -3.865  0.124


No. 3
The following is a DFT calculation (wB97M-V/def2-TZVPD) of C22H24B2F4LaN12O4 as an isolated structure.

Summary:
Energy, eV: -62336.940
Charge: +3
HOMO, Ha: -0.647
Gap between HOMO and LUMO, Ha: 0.279
E_LUMO, eV: -10.02
ΔE to the lowest compared entry with this formula, charge and spin, eV: 1.429

Each line ends with the Löwdin charge.
Atoms and positions in Å:
La: 13.065 12.169 11.712  2.184
C: 14.000 8.510 16.470  0.007
C: 13.719 9.306 15.308  -0.139
N: 13.821 10.827 15.390  0.018
O: 13.514 11.226 16.442  0.105
B: 14.409 14.047 14.303  -0.723
F: 13.250 13.779 13.596  0.045
F: 14.341 14.946 15.303  0.289
O: 15.610 13.520 13.933  0.144
N: 15.509 12.679 12.802  0.020
C: 16.631 12.124 12.557  -0.251
C: 17.848 12.270 13.299  0.038
C: 16.657 11.205 11.367  -0.224
N: 15.473 10.879 11.024  -0.018
O: 15.401 10.058 9.973  0.065
B: 15.402 8.667 10.186  -0.672
F: 15.054 7.778 9.226  0.271
F: 16.116 8.295 11.260  0.261
O: 12.790 9.488 12.078  -0.123
N: 13.084 9.820 13.214  -0.117
C: 13.355 8.783 14.075  -0.233
C: 13.156 7.283 13.778  0.039
C: 17.896 10.765 10.736  0.040
H: 13.379 7.609 16.567  0.119
H: 13.822 9.125 17.322  0.085
H: 15.083 8.199 16.474  0.155
H: 17.762 12.600 14.376  0.140
H: 18.285 13.098 12.769  0.131
H: 18.416 11.336 13.245  0.115
H: 12.515 6.991 14.631  0.102
H: 14.140 6.777 13.893  0.119
H: 12.683 7.240 12.794  0.085
H: 18.579 11.562 10.472  0.121
H: 17.660 10.273 9.755  0.131
H: 18.408 10.115 11.400  0.107
N: 10.473 12.497 14.008  0.123
C: 9.776 12.352 12.771  -0.435
N: 8.500 12.086 12.831  0.206
C: 7.977 11.753 11.616  -0.372
N: 6.722 11.379 11.585  0.216
N: 8.618 11.788 10.409  0.212
C: 9.833 12.097 10.480  -0.316
N: 10.510 12.316 11.622  -0.029
C: 10.626 12.178 9.163  -0.147
C: 9.972 12.141 7.928  0.030
C: 10.798 12.269 6.852  -0.008
C: 12.195 12.234 6.931  0.022
C: 12.761 12.042 8.201  -0.134
N: 11.985 11.986 9.261  -0.042
H: 9.856 12.600 14.810  0.113
H: 11.083 13.398 13.902  0.114
H: 6.132 11.197 12.447  0.179
H: 6.429 10.939 10.685  0.159
H: 8.910 12.285 7.909  0.129
H: 10.298 12.379 5.891  0.138
H: 12.900 12.365 6.104  0.133
H: 13.786 11.918 8.342  0.085
N: 15.548 18.983 8.224  0.236
C: 15.197 18.134 8.899  -0.127
C: 14.715 16.924 9.552  -0.128
C: 15.402 15.693 9.318  0.021
C: 14.925 14.597 9.882  -0.178
N: 13.919 14.536 10.755  -0.058
C: 13.325 15.722 10.954  -0.138
C: 13.602 16.896 10.391  0.020
H: 16.282 15.664 8.614  0.166
H: 15.345 13.662 9.594  0.101
H: 12.442 15.740 11.598  0.130
H: 13.128 17.831 10.597  0.144


No. 4
The following is a DFT calculation (wB97M-V/def2-TZVPD) of a 2-piece molecular cluster, C22H24BBr2N2 overall.

Summary:
Energy, eV: -166937.102
Charge: +1
HOMO, Ha: -0.374
Gap between HOMO and LUMO, Ha: 0.204
E_LUMO, eV: -4.64
ΔE to the lowest compared entry with this formula, charge and spin, eV: 0.049

Each line ends with the Löwdin charge.
Atoms and positions in Å:
C: -2.193 0.597 -5.056  -0.033
N: -2.929 1.335 -4.047  -0.157
C: -4.237 1.840 -4.414  -0.044
C: -2.282 1.942 -2.992  -0.169
C: -2.649 3.248 -2.586  0.023
C: -2.000 3.950 -1.592  -0.006
N: -0.989 3.374 -0.879  -0.053
B: -0.324 4.043 0.246  0.095
H: 0.849 0.477 2.418  0.096
C: -0.568 2.084 -1.220  0.011
C: -1.160 1.404 -2.283  0.049
H: -1.115 0.594 -4.822  0.095
H: -2.509 -0.452 -5.213  0.105
H: -2.324 1.039 -6.067  0.107
H: -4.635 2.417 -3.569  0.084
H: -4.190 2.492 -5.299  0.109
H: -4.988 1.073 -4.656  0.110
H: -3.448 3.817 -3.037  0.114
H: -2.305 4.979 -1.343  0.155
H: 0.817 3.745 0.248  0.060
H: -0.996 4.480 1.107  0.062
H: 0.241 1.673 -0.563  0.149
H: -0.752 0.413 -2.501  0.130
Br: -0.674 -7.286 -1.675  0.726
C: -0.507 -5.642 -0.719  -0.677
C: -1.639 -4.867 -0.390  -0.124
C: -1.487 -3.661 0.304  -0.038
C: -0.201 -3.191 0.721  -0.230
C: 0.000 -2.053 1.630  -0.067
C: 1.205 -1.593 2.099  -0.060
C: 1.259 -0.347 2.978  -0.164
C: 2.577 0.227 3.496  -0.233
C: 2.632 0.696 4.822  -0.038
C: 3.847 1.143 5.386  -0.107
C: 5.036 1.149 4.618  -0.682
Br: 6.728 1.467 5.437  0.729
C: 4.954 0.772 3.267  -0.118
C: 3.727 0.355 2.704  -0.046
C: 0.917 -3.950 0.317  -0.035
C: 0.772 -5.147 -0.397  -0.114
H: -2.626 -5.248 -0.668  0.103
H: -2.392 -3.102 0.566  0.108
H: -0.931 -1.520 1.873  0.115
H: 2.217 -1.946 1.809  0.107
H: 0.539 -0.408 3.820  0.121
H: 1.733 0.646 5.453  0.115
H: 3.912 1.441 6.433  0.101
H: 5.846 0.762 2.652  0.098
H: 3.674 0.052 1.651  0.111
H: 1.909 -3.612 0.620  0.103
H: 1.659 -5.703 -0.690  0.102


What is the formula in the second record?
C22H24AsBrInN4O12S


Number 3 is which compound?
C22H24B2F4LaN12O4